The following is a DFT calculation (the ωB97M-V functional and the def2-TZVPD basis) of C40H47BI2IrN8O3S3 as an isolated structure at a distorted geometry.

Geometry as XYZ:
```
105
Properties=species:S:1:pos:R:3:forces:R:3:mulliken_spin:R:1
Ir 3.09383 -0.38027 0.36291 0.07 -0.47 -1.17 -0.02
C 1.72763 3.65532 2.32635 0.00 0.00 0.03 0.00
C 0.76184 3.01019 1.38940 -0.11 -0.02 -0.01 0.00
C -0.09088 3.70467 0.58356 0.04 -0.09 -0.02 0.00
C -0.93263 3.04630 -0.35897 0.00 0.03 0.04 0.00
N -0.94321 1.74308 -0.46291 -0.08 0.09 0.20 0.00
N -0.15520 1.07253 0.39953 -0.11 0.02 -0.45 0.00
B -0.31637 -0.39368 0.43014 0.02 -0.37 0.24 -0.03
N -0.48544 -1.19145 -0.82965 0.40 0.01 0.09 0.03
N -1.73819 -1.07811 -1.27712 0.00 -0.08 0.10 0.03
C -2.08796 -1.82681 -2.29741 -0.02 -0.01 -0.04 0.00
C -1.14194 -2.67441 -2.91851 0.01 -0.01 0.01 0.02
C 0.13309 -2.79533 -2.44023 0.01 0.05 0.10 0.00
C 1.14614 -3.69989 -3.06237 0.01 0.00 -0.01 0.01
C 0.45003 -2.01115 -1.30055 0.01 0.16 -0.48 0.05
S 1.99450 -2.20331 -0.54437 -0.08 -0.46 0.98 0.30
C -3.55096 -1.76287 -2.70653 -0.01 0.02 -0.01 0.00
C -4.37876 -2.29931 -1.52766 0.01 0.00 0.01 0.00
C -3.93433 -0.30543 -2.97859 0.03 0.01 0.00 0.00
C -3.82658 -2.60783 -3.94950 -0.02 0.01 0.01 0.00
N -0.80078 -1.03737 1.68117 -0.45 0.27 -0.08 0.03
N -1.82296 -0.23275 2.07644 0.06 -0.03 0.14 0.00
C -2.51914 -0.56565 3.12196 0.06 -0.04 -0.05 0.00
C -2.17518 -1.73278 3.86027 0.01 -0.01 0.03 0.01
C -1.16265 -2.54921 3.46461 0.02 0.04 -0.04 0.01
C -0.77541 -3.78128 4.21279 -0.01 -0.02 0.01 0.02
C -0.45205 -2.19336 2.26752 -0.03 -0.19 -0.08 0.00
S 0.76458 -3.22463 1.68044 -0.01 0.13 -0.03 0.55
C -3.67799 0.36005 3.46211 -0.01 0.01 0.00 0.00
C -3.13042 1.77963 3.66049 0.00 0.00 0.00 0.00
C -4.40426 -0.09256 4.72798 0.00 0.02 0.00 0.00
C -4.65478 0.34533 2.27654 0.00 0.00 0.01 0.00
C 0.70981 1.60020 1.25713 0.33 0.40 0.11 0.00
S 1.74047 0.50013 2.09714 -0.12 -0.13 0.02 0.00
C -1.83583 3.86959 -1.25647 -0.03 0.03 0.00 0.00
C -0.95743 4.71194 -2.19360 -0.01 0.00 0.00 0.00
C -2.76773 2.97797 -2.06812 0.02 -0.01 0.00 0.00
C -2.68616 4.80019 -0.37663 -0.02 -0.01 0.01 0.00
H 1.66172 4.73836 2.25550 0.01 0.00 0.02 0.00
H 2.74537 3.34175 2.08784 0.00 0.00 -0.01 0.00
H 1.53162 3.35652 3.35696 0.00 -0.01 0.00 0.00
H -0.10977 4.78498 0.63354 0.03 0.01 -0.04 0.00
H -1.43626 -3.25011 -3.78400 -0.01 0.00 -0.01 0.00
H 0.74389 -4.15800 -3.96260 0.00 0.00 0.00 0.00
H 1.43814 -4.48991 -2.36868 0.00 0.00 0.00 0.00
H 2.04898 -3.14385 -3.32034 0.00 0.01 -0.01 0.00
H -4.19712 -1.71196 -0.62646 -0.02 0.01 0.00 0.00
H -4.14278 -3.34474 -1.31915 0.01 0.00 0.01 0.00
H -5.43888 -2.23624 -1.77239 -0.01 -0.01 0.00 0.00
H -3.72567 0.31510 -2.10999 -0.01 0.01 0.02 0.00
H -4.99945 -0.24652 -3.20163 0.00 0.00 -0.02 0.00
H -3.38593 0.09636 -3.83313 0.01 0.00 0.00 0.00
H -3.62790 -3.66806 -3.78256 0.00 -0.01 0.00 0.00
H -3.24866 -2.26936 -4.81167 0.01 0.01 -0.01 0.00
H -4.88051 -2.51574 -4.20922 0.00 0.00 0.00 0.00
H -2.72721 -1.97484 4.75741 0.00 0.00 0.01 0.00
H -1.28408 -3.82198 5.17290 -0.02 -0.01 0.00 0.00
H 0.30252 -3.81094 4.37944 0.00 0.01 0.01 -0.01
H -1.03959 -4.67288 3.64005 0.02 0.00 -0.01 0.00
H -2.44127 1.82426 4.50590 0.01 0.00 0.00 0.00
H -3.95574 2.46242 3.86262 0.00 0.00 0.01 0.00
H -2.60905 2.12451 2.76617 -0.01 0.00 0.00 0.00
H -3.75014 -0.08444 5.60183 0.01 0.00 0.01 0.00
H -4.83590 -1.08914 4.61896 0.00 0.00 0.00 0.00
H -5.22459 0.59487 4.93090 0.00 0.00 0.00 0.00
H -4.16396 0.68456 1.36344 0.00 0.00 0.00 0.00
H -5.49283 1.00954 2.48774 -0.01 0.00 0.00 0.00
H -5.05423 -0.65627 2.10552 0.00 -0.01 0.00 0.00
H -0.35918 4.08074 -2.85064 0.01 -0.01 0.00 0.00
H -0.28351 5.36864 -1.64093 0.00 0.01 0.00 0.00
H -1.59601 5.34243 -2.81249 0.00 0.00 0.00 0.00
H -2.21453 2.26860 -2.68197 0.02 -0.02 -0.01 0.00
H -3.38016 3.59883 -2.72161 0.00 0.00 -0.01 0.00
H -3.43072 2.41254 -1.41260 -0.01 -0.01 0.00 0.00
H -2.08842 5.54100 0.15495 0.01 0.00 0.00 0.00
H -3.26890 4.23519 0.35369 -0.01 -0.01 0.00 0.00
H -3.38320 5.34692 -1.01164 0.00 0.00 0.00 0.00
I 0.45740 1.16697 -3.90120 0.00 0.06 0.04 0.00
C 2.45623 0.66568 -3.63358 0.00 -0.01 0.02 0.01
C 3.31934 0.61415 -4.74593 0.04 -0.01 0.03 0.00
C 4.60887 0.16971 -4.62771 0.00 -0.01 0.04 0.00
I 5.84932 0.20566 -6.29814 0.00 -0.01 -0.01 0.00
C 5.06369 -0.33287 -3.37815 -0.02 -0.03 -0.09 -0.01
C 6.33007 -0.91286 -3.14130 0.00 0.00 0.00 0.00
C 6.62995 -1.43228 -1.91281 -0.04 -0.01 0.01 0.00
C 5.66773 -1.39262 -0.89542 -0.05 -0.20 -0.02 0.01
N 4.48820 -0.83992 -1.07728 0.19 0.32 -0.01 -0.03
C 4.17713 -0.27877 -2.28607 -0.05 0.07 -0.05 0.02
C 2.89288 0.33227 -2.36985 -0.03 -0.20 -0.05 -0.03
O 2.17154 0.46474 -1.27111 0.10 0.46 0.17 0.02
H 2.94934 0.94408 -5.70698 -0.01 -0.01 -0.01 0.00
H 7.05339 -0.95054 -3.94486 0.00 0.00 0.00 0.00
H 7.59054 -1.88404 -1.71348 -0.01 -0.02 0.00 0.00
H 5.85073 -1.84465 0.07023 0.02 0.05 0.03 0.00
O 3.74218 -2.70298 3.45985 0.01 -0.06 0.01 0.00
C 4.42649 -1.78409 3.11453 0.12 0.02 0.07 0.00
C 5.66794 -1.21077 3.80912 -0.03 0.02 -0.03 0.00
C 6.01981 0.08142 3.04168 -0.05 -0.07 0.04 0.00
C 5.00307 0.05147 1.94934 -0.03 0.39 -0.14 0.00
O 4.72791 0.87259 1.01984 -0.22 0.11 0.47 0.00
N 4.21423 -1.00648 1.97029 -0.01 -0.20 -0.16 0.00
H 6.45876 -1.95887 3.76100 0.01 0.01 0.02 0.00
H 5.44116 -1.04527 4.86024 0.01 0.01 0.00 0.00
H 7.02702 0.09699 2.62539 0.01 -0.02 0.01 0.00
H 5.90225 0.99041 3.63146 0.00 -0.01 0.02 0.00
```
Forces are in eV/Å.

The energy above the lowest of the compared OMol25 structures with the same formula, charge and spin comes out at 228.15 kJ/mol. The value obtained for the HOMO-LUMO gap (alpha / beta) is 5.90 / 4.88 eV. Its spin multiplicity is 2. The charge is +2. The max |F| is 1.3 eV/Å. Its molar mass is 1240.91 g mol⁻¹. Its energy is -4134.98543 Ha.

=====

The following is a DFT calculation (the ωB97M-V functional and the def2-TZVPD basis) of C40H47CaN5O11PS as an isolated structure at a distorted geometry.

Geometry as XYZ:
```
106
Properties=species:S:1:pos:R:3:forces:R:3:mulliken_charge:R:1
Ca -0.35576 0.32605 -0.34541 1.01 -0.03 -1.61 1.94
O -1.71115 3.31943 1.69339 -0.08 0.32 0.05 -0.82
S -1.51814 1.89862 1.64256 -0.41 0.34 0.34 1.38
O -2.19771 1.18991 0.54249 -0.27 0.49 0.59 -0.92
N -0.03630 1.40229 1.55453 0.53 0.72 1.47 0.44
C 0.94430 1.74388 2.49387 -0.34 -0.03 -0.28 -0.34
C 0.88941 2.78965 3.38952 -0.04 0.04 0.01 -0.44
C 1.96982 3.07238 4.25647 -0.15 0.05 -0.03 -1.05
C 3.11116 2.32967 4.24156 0.05 -0.06 -0.06 -1.07
C 3.20166 1.22863 3.35484 0.00 -0.06 0.03 0.94
C 4.33592 0.38894 3.28411 0.02 0.09 0.09 -0.91
C 4.34734 -0.67531 2.43312 0.03 -0.09 -0.07 -1.14
C 3.20990 -0.90873 1.63140 -0.09 -0.01 0.03 -0.36
N 2.14844 -0.14576 1.65129 -0.01 -0.01 0.23 0.43
C 2.12206 0.92053 2.49984 -0.05 -0.16 -0.26 0.26
C -2.17269 1.25982 3.15928 -0.09 -0.15 0.13 -0.19
C -2.38373 2.12777 4.22135 -0.03 -0.04 0.01 -0.30
C -2.81012 1.61644 5.44123 -0.01 -0.08 -0.01 -0.72
C -3.01895 0.25150 5.58917 0.02 0.00 -0.03 -0.61
C -2.81798 -0.60920 4.51263 -0.01 0.02 0.03 -0.57
C -2.39478 -0.10897 3.29074 -0.05 0.14 0.02 -0.32
H 0.01040 3.42110 3.40229 0.13 0.04 -0.02 0.62
H 1.88807 3.91435 4.93583 -0.04 -0.04 -0.05 0.38
H 3.94630 2.56517 4.89151 -0.03 -0.04 -0.01 0.39
H 5.18846 0.60510 3.91861 -0.01 -0.01 0.00 0.41
H 5.20736 -1.32961 2.36140 -0.04 0.00 0.00 0.46
H 3.17948 -1.75915 0.95058 0.02 0.10 0.03 0.39
H -2.22226 3.19026 4.07900 -0.04 -0.11 0.01 0.48
H -2.97679 2.28515 6.27671 0.01 -0.02 -0.01 0.40
H -3.33905 -0.14598 6.54684 0.01 0.03 -0.08 0.39
H -2.98993 -1.67550 4.62686 0.01 0.09 -0.01 0.50
H -2.22844 -0.75727 2.43847 -0.01 0.08 0.05 0.55
C -2.31215 -4.76368 -3.96507 -0.02 -0.07 -0.14 -1.40
C -2.08922 -3.83750 -2.79548 0.00 -0.03 0.07 0.17
O -0.91067 -3.06102 -3.08272 0.06 -0.05 0.06 -0.22
P -0.45892 -1.79340 -2.17340 0.46 -0.17 -0.78 -0.15
O 0.90706 -2.25102 -1.40900 -0.34 -0.22 -0.29 0.61
C 1.86579 -3.07756 -2.10182 -0.03 0.03 0.31 -0.47
C 1.69333 -4.51718 -1.66956 -0.06 -0.15 0.05 -1.05
O 0.33419 -0.94893 -3.33377 -0.29 -0.19 -0.18 -0.30
C -0.45137 -0.27170 -4.33139 0.04 -0.04 -0.01 0.23
C 0.10791 -0.59300 -5.69741 0.02 -0.04 -0.14 -1.59
H -3.14337 -5.44327 -3.75097 0.09 0.09 -0.04 0.40
H -1.41282 -5.35861 -4.14671 -0.10 0.02 0.01 0.29
H -2.54232 -4.20127 -4.87398 0.03 -0.06 0.06 0.32
H -1.95346 -4.39116 -1.86777 0.08 0.07 -0.02 0.14
H -2.94341 -3.17092 -2.65877 0.02 0.06 0.05 0.31
H 2.84914 -2.69857 -1.82558 0.05 0.05 -0.01 0.38
H 1.75445 -2.96930 -3.17720 -0.08 0.06 -0.10 0.31
H 1.98214 -4.65381 -0.62295 -0.05 0.03 -0.11 0.26
H 2.30938 -5.17111 -2.29467 -0.02 0.02 0.08 0.41
H 0.64588 -4.81570 -1.77292 0.16 0.02 -0.01 0.13
H -0.40934 0.79554 -4.12565 0.01 0.07 0.10 -0.13
H -1.50175 -0.58015 -4.28158 0.02 -0.05 0.11 0.46
H 1.11036 -0.17165 -5.80758 -0.06 -0.06 0.00 0.30
H -0.53690 -0.16906 -6.47554 0.11 -0.03 0.09 0.40
H 0.16528 -1.67622 -5.83838 -0.02 0.09 -0.01 0.32
O -1.42788 -3.47798 0.14160 0.02 0.37 -0.11 -0.75
C -0.96464 -2.67368 0.95459 0.39 0.42 0.21 -0.46
O -0.74442 -1.42310 0.84132 -0.66 -1.88 0.21 -0.40
C -0.55885 -3.22219 2.31417 -0.08 0.09 0.06 0.24
C -0.71078 -4.56535 2.60947 -0.06 -0.20 -0.16 -0.53
C -0.34388 -5.01807 3.86063 -0.02 -0.29 0.09 -0.40
C 0.15882 -4.18143 4.83334 0.07 -0.13 0.32 -0.60
C 0.29250 -2.85106 4.50695 0.12 0.21 0.28 -0.94
C -0.05120 -2.35507 3.26985 0.12 0.21 -0.08 0.72
N 0.83308 -1.91738 5.53524 -0.12 -0.41 -0.39 1.07
O 1.09905 -2.37972 6.62520 0.02 -0.13 0.26 -0.70
O 0.98243 -0.76529 5.21504 0.02 0.36 -0.09 -0.53
N -0.48335 -6.46418 4.18475 0.14 0.60 -0.07 1.08
O -0.18115 -6.81941 5.30218 0.07 -0.08 0.34 -0.65
O -0.87896 -7.19941 3.31299 -0.18 -0.23 -0.35 -0.63
H -1.10951 -5.23843 1.86266 0.01 0.04 0.01 0.66
H 0.43780 -4.55060 5.80660 0.00 -0.02 0.03 0.65
H 0.07594 -1.30860 3.02774 0.02 -0.03 -0.01 0.82
C -4.26595 2.82808 -3.12306 0.09 -0.04 0.01 -1.57
C -2.81831 3.26402 -3.17979 -0.08 -0.06 0.02 0.59
C -2.45531 4.43597 -3.84788 -0.01 0.05 -0.03 -0.93
C -1.12214 4.82776 -3.84165 0.06 -0.02 0.02 0.30
C -0.69772 6.07782 -4.57653 0.01 0.02 0.02 -1.73
C -0.15807 4.07370 -3.17760 -0.07 0.08 -0.01 -0.72
C -0.46867 2.86585 -2.49600 0.09 -0.13 -0.04 -0.57
C -1.85399 2.50846 -2.54910 0.29 -0.07 0.09 -0.06
N 0.39994 2.03321 -1.85414 -0.20 0.18 -0.27 1.80
C 1.84007 2.33605 -1.83196 -0.11 -0.01 -0.07 1.87
C 2.14530 3.52259 -0.90011 0.05 0.01 0.03 -1.70
C 2.47427 2.56259 -3.23342 0.04 -0.07 0.01 -1.86
C 2.52605 1.09147 -1.24321 -0.38 0.12 -0.24 -0.78
H -4.89896 3.47644 -3.73258 0.04 -0.03 0.02 0.38
H -4.63560 2.85853 -2.09414 0.01 0.01 -0.06 0.28
H -4.38548 1.79986 -3.47895 0.01 0.07 0.02 0.28
H -3.20687 5.03409 -4.35911 0.08 -0.05 0.06 0.20
H -1.56516 6.65748 -4.90239 0.06 -0.03 0.03 0.36
H -0.10805 5.82752 -5.46422 -0.03 0.02 0.04 0.31
H -0.07633 6.71775 -3.94245 -0.05 -0.04 -0.05 0.34
H 0.85561 4.44987 -3.18196 -0.07 -0.03 -0.04 0.23
H -2.17505 1.60046 -2.04524 0.00 -0.03 0.04 0.56
H 1.67720 4.44059 -1.26306 0.05 -0.07 0.07 0.38
H 3.22817 3.69453 -0.80962 -0.16 -0.02 -0.04 0.45
H 1.73990 3.31426 0.09469 0.05 0.01 -0.03 0.25
H 2.69692 3.61110 -3.44081 -0.04 -0.04 -0.01 0.43
H 1.80081 2.19703 -4.01145 0.03 0.01 0.00 0.20
H 3.41821 2.01050 -3.31865 -0.09 0.08 0.02 0.44
H 2.04997 0.79370 -0.30537 0.30 0.13 -0.10 -1.01
H 3.57668 1.30505 -1.03175 0.01 -0.12 0.04 0.65
H 2.45202 0.25371 -1.94897 0.03 0.09 0.09 0.23
```
Forces are in eV/Å.

The energy above the lowest of the compared OMol25 structures with the same formula, charge and spin comes out at 89.89 kJ/mol. The value obtained for the HOMO-LUMO gap is 5.01 eV. The charge is -1. The max |F| is 2.0 eV/Å. Its molar mass is 876.96 g mol⁻¹. Its energy is -4071.13572 Ha.

=====

Look up the energy of the second one.
-4071.13572 Ha